Entry 1:
This record from the Open Molecules 2025 dataset describes a molecular structure, C34H57LuN3O2Si. The level of theory is wB97M-V/def2-TZVPD.

Values from the calculation:
HOMO energy in eV: -10.4
ΔE to the lowest compared entry with this formula, charge and spin in kJ/mol: 0.0
Orbital gap in eV: 8.448
LUMO in eV: -1.9

The geometry in ORCA input format:
```
! RIJCOSX wB97M-V def2-TZVPD def2/J DEFGRID3
* xyz 1 1
Lu -0.8652 1.8020 1.4923
Si -3.3042 -0.2280 0.3722
O 0.6372 -1.2892 -3.8487
O 0.0456 -3.3824 -3.0853
N 0.1097 1.0623 3.3105
N -3.0103 4.2132 2.8332
N 1.1941 2.5776 1.1712
C -1.5400 -0.4830 4.2541
C 1.6411 2.6762 -0.1793
C 3.8025 1.5418 0.4742
C -1.4603 0.0175 0.5545
C -3.8849 0.2422 -1.3517
C 1.7819 3.2597 2.1828
C -0.6783 3.4604 -0.8156
C -0.3083 -0.2772 3.5967
C -1.3460 -2.8526 3.7805
C -0.0509 -3.5367 -1.6336
C 2.6132 3.2107 -2.7244
C -0.4462 -0.3020 -3.7072
C 1.2948 -3.3072 -1.0075
C 0.7707 3.2147 -1.1510
C -2.0536 -1.7782 4.3198
C -0.0956 -2.6522 3.1894
C -0.1811 0.9090 -4.5623
C 0.4409 -1.3667 3.0939
C 2.6006 4.4791 1.8556
C 3.4248 2.5651 -1.7908
C -2.3195 3.3722 2.3887
C -2.2883 0.6850 4.8251
C 1.4886 1.0980 5.3142
C 2.9405 2.2592 -0.5191
C 2.9864 -1.8638 -3.8769
C -4.3320 0.7277 1.6221
C 1.0828 1.6802 3.9944
C -3.7089 -2.0427 0.6570
C 1.7359 -1.1244 2.3740
C 1.2873 3.5162 -2.4111
C -1.1271 -3.8539 -3.8299
C 1.9894 -0.8138 -3.4825
C 1.6987 2.8534 3.5206
C -0.7227 -4.9766 -4.7479
H 3.0179 3.4787 -3.7039
H 3.0077 -1.9819 -4.9668
H 4.5775 0.9729 -0.0566
H -1.0896 -0.8156 1.2002
H -0.8142 -2.8372 -1.2498
H 0.2299 0.6351 -5.5397
H -0.8315 3.8934 0.1977
H -3.0262 0.3222 5.5533
H 2.2821 -2.0694 2.2499
H 0.6298 4.0117 -3.1314
H -5.3958 0.5995 1.3671
H 0.0381 -4.6488 -5.4608
H 2.0411 0.1542 5.1887
H 2.3895 -0.4310 2.9206
H -4.1991 0.3394 2.6413
H -0.9695 -0.1446 -0.4295
H 2.2584 3.4353 4.2495
H -1.5968 -5.3133 -5.3081
H 2.7720 -2.8315 -3.4121
H 1.5789 -0.7126 1.3617
H -1.7569 -3.8621 3.8409
H -4.8179 -0.2838 -1.6016
H -4.7933 -2.1807 0.7697
H -0.5411 -0.0364 -2.6421
H 2.6407 5.1296 2.7390
H 0.3909 -2.3123 -3.4643
H -3.0190 -1.9353 4.8104
H 0.4819 -3.4927 2.8009
H 2.1402 0.1213 -4.0304
H -1.1212 1.4460 -4.7250
H -1.5182 -2.9965 -4.3925
H -4.1335 1.8065 1.6426
H 4.3219 2.2327 1.1527
H 0.6190 0.8967 5.9548
H 1.2691 -3.6751 0.0248
H 2.0892 -3.8420 -1.5437
H -4.0795 1.3206 -1.4227
H -2.8363 1.2679 4.0670
H 3.6336 4.2111 1.5914
H 4.4543 2.2956 -2.0395
H 3.9818 -1.5453 -3.5526
H -1.8833 -4.1817 -3.1074
H -1.3533 -0.8269 -4.0297
H -1.1082 4.1893 -1.5141
H 1.5434 -2.2391 -0.9597
H 2.1427 1.8125 5.8249
H -3.3783 -2.6667 -0.1846
H -3.2301 -2.4247 1.5677
H -0.3316 -5.8228 -4.1758
H -1.2945 2.5381 -0.9422
H -3.1373 -0.0219 -2.1126
H 0.4970 1.6119 -4.0641
H 2.1733 5.0563 1.0259
H -0.4039 -4.5619 -1.4609
H 3.2387 0.8297 1.0909
H 1.9953 -0.5924 -2.4037
H -1.6187 1.3854 5.3422
*
```

---

Entry 2:
This record from the Open Molecules 2025 dataset describes a single C7H8S molecule. The level of theory is wB97M-V/def2-TZVPD.

Values from the calculation:
HOMO energy in eV: -7.7
ΔE to the lowest compared entry with this formula, charge and spin in kJ/mol: 220.7
Orbital gap in eV: 8.618
SMILES: C=CC1=CS[C@H]2C[C@@H]12
LUMO in eV: 0.9

The geometry in ORCA input format:
```
! RIJCOSX wB97M-V def2-TZVPD def2/J DEFGRID3
* xyz 0 1
S -1.8953 -0.7783 0.0966
C -0.2747 -1.2835 -0.0443
C 0.1544 0.9398 -0.4454
C -1.3745 0.9473 -0.3714
C 3.0758 0.1888 -0.0133
C 2.1507 -0.7194 0.0441
C 0.7019 -0.3845 -0.0976
C -0.4976 1.6982 0.6150
H 2.3884 -1.8358 0.2511
H 4.1085 -0.1469 0.3532
H 0.4305 1.4766 -1.4105
H -2.0135 1.6237 -0.9570
H -0.0823 -2.4033 0.1134
H -0.2593 1.5056 1.7254
H -0.5693 2.7658 0.4505
H 2.7057 1.1469 -0.1944
*
```

---

Entry 3:
This record from the Open Molecules 2025 dataset describes 10 unconnected molecules or ions with the total composition C35H74O12P. The level of theory is wB97M-V/def2-TZVPD.

Values from the calculation:
HOMO energy in eV: -3.8
Orbital gap in eV: 5.684
LUMO in eV: 1.9

The geometry in ORCA input format:
```
! RIJCOSX wB97M-V def2-TZVPD def2/J DEFGRID3
* xyz -1 1
P -1.4083 1.8861 -1.5633
O 2.6145 -3.3777 -2.9796
O 4.2603 -6.4056 7.2646
O 6.4157 -2.7814 -4.2772
O -5.5726 6.6637 -0.6509
O -1.3373 -3.5215 -3.2894
O 0.3442 2.0338 -1.3239
O -6.2212 10.4472 0.8020
O 1.3860 -6.7946 2.8617
O -0.1804 3.4946 3.9633
O 4.9396 -6.7459 0.1639
O -2.8067 6.4560 2.8115
O -1.6367 1.9496 0.2151
C 3.9469 -8.7602 7.2723
C -1.1140 1.9101 -3.4337
C -0.7229 -3.5497 -2.0212
C 3.1943 -7.2679 5.3174
C 7.4325 -1.8747 -6.2248
C 3.9371 -4.6793 -4.4700
C 0.7098 1.8614 0.0328
C 0.5309 -6.2428 2.1996
C -0.9933 3.8179 4.7950
C 3.2503 -7.7297 1.5210
C -1.5879 0.6838 -4.2194
C -1.8934 2.7975 5.4528
C 4.3716 -4.5632 -1.9326
C 3.5499 -4.1344 -3.1200
C -2.4757 5.3520 0.7307
C 0.8288 -5.6871 0.8337
C -0.8892 -1.6893 -4.8800
C -6.5404 10.7117 -0.3338
C -6.2319 6.0622 0.1687
C 4.6223 -7.1615 1.2555
C 6.8890 -0.4582 -4.1459
C -0.4536 -3.0187 -4.2921
C -1.1643 5.2553 5.2221
C -2.3959 6.5204 1.6693
C -5.9356 6.1620 1.6414
C 5.5815 -7.1269 2.4204
C -7.0319 12.0929 -0.7065
C 3.8423 -7.3749 6.6746
C -0.4872 2.3571 0.8476
C 6.8682 -1.8031 -4.8264
C -6.4718 9.6897 -1.4410
C -7.3843 5.1808 -0.2463
C -1.7893 7.7924 1.1304
C -0.8807 -6.0896 2.7063
C -0.9484 -0.6300 -3.7910
H -6.7997 6.5684 2.1708
H -1.3553 -4.1511 -1.3719
H -7.0342 12.7287 0.1762
H 0.6337 -4.6138 0.8109
H -0.7616 7.6074 0.8143
H 0.8795 0.7930 0.1975
H -2.9294 4.5023 1.2363
H -6.3766 12.5314 -1.4608
H -8.3101 5.5402 0.2070
H -1.3668 0.8635 -5.2773
H 6.3091 0.2623 -4.7243
H -0.3598 2.0104 1.8733
H 5.1657 -6.5195 3.2261
H -1.7949 8.5577 1.9046
H -6.1022 8.7428 -1.0517
H -7.2018 4.1550 0.0766
H 1.6097 2.4563 0.1753
H -0.9629 -6.5325 3.6967
H 2.7462 -7.1443 2.2942
H 4.5375 -9.4051 6.6196
H -0.0860 -1.4087 -5.5624
H -1.6874 2.7607 -3.8113
H 2.6611 -7.6952 0.6068
H 6.8747 -1.2100 -6.8859
H -1.6708 1.8101 5.0546
H 3.2571 -4.2875 -5.2250
H -1.1425 -5.0323 2.7640
H 8.4817 -1.5750 -6.2197
H -2.9381 3.0369 5.2486
H 1.8765 -5.8576 0.5950
H 4.9527 -4.3644 -4.7063
H -0.6395 -2.5657 -1.5551
H -2.8315 1.6238 -1.6782
H -1.5362 -1.0177 -2.9708
H -2.6736 0.6441 -4.1582
H 3.7566 -7.8554 4.5895
H -1.4798 5.0604 0.3991
H -5.6947 5.1764 2.0431
H -1.6008 3.3282 -1.5371
H -5.7975 10.0370 -2.2262
H 2.1711 -7.6408 5.3588
H -2.3699 8.1430 0.2755
H 6.5264 -6.6944 2.0996
H -0.4634 5.8802 4.6747
H -0.3736 3.4520 0.8666
H 7.3550 -2.8939 -6.5966
H -0.0773 2.1445 -3.6454
H -1.7304 2.7945 6.5324
H 5.7578 -8.1388 2.7894
H -3.0834 5.6127 -0.1381
H 0.0348 -0.4186 -3.3761
H 3.8785 -5.7699 -4.4705
H -5.0864 6.8194 1.7945
H 6.4535 -0.5465 -3.1537
H 4.4294 -8.7006 8.2454
H 2.9517 -9.1912 7.3927
H -8.0454 12.0332 -1.1065
H -0.9711 5.3513 6.2934
H 3.3335 -8.7663 1.8532
H 0.2828 -3.9668 -2.0546
H 7.9163 -0.1008 -4.0563
H 5.4105 -4.2617 -2.0755
H -7.4853 5.1990 -1.3292
H -1.5753 -6.5909 2.0307
H -0.3842 -3.7759 -5.0798
H 0.5365 -2.9130 -3.8592
H -7.4670 9.5394 -1.8650
H -1.8279 -1.7856 -5.4173
H 0.2096 -6.1785 0.0814
H 4.3232 -5.6418 -1.8073
H 3.9810 -4.0856 -1.0365
H 3.1756 -6.2308 4.9951
H -1.1778 0.4589 -1.3820
H -2.1776 5.5930 5.0039
*
```

---

Entry 4:
This record from the Open Molecules 2025 dataset describes a molecular structure, C50H70FeO2P2Se2Si. The level of theory is wB97M-V/def2-TZVPD.

Values from the calculation:
HOMO energy (spin up / spin down) in eV: -0.6 / -0.6
Orbital gap (spin up / spin down) in eV: 4.773 / 4.839
LUMO (spin up / spin down) in eV: 4.2 / 4.2

The geometry in ORCA input format:
```
! RIJCOSX wB97M-V def2-TZVPD def2/J DEFGRID3
* xyz -2 1
Se 0.0145 0.3617 3.2584
Se -1.5149 -2.5091 1.8387
Fe -0.0927 -0.4856 0.9141
P 0.4627 -2.1342 -0.7832
P 0.6380 1.5803 0.0983
Si 2.1643 -0.6612 1.2019
O -1.2671 -3.3107 6.1560
O -3.1969 0.4104 3.5845
C -0.0541 2.9334 -3.7018
C 3.0428 -1.5991 2.6407
C -0.1787 4.3220 -0.5942
C -0.3604 1.9221 -2.5983
C 2.2384 2.1110 0.7837
C -4.2258 2.6868 -0.7037
C -6.2844 2.2173 1.0817
C -4.0572 1.6885 0.2744
C 2.8898 -5.7137 0.0500
C 2.6958 -2.1817 -2.6582
C 4.0135 -1.8939 -2.9626
C 0.8107 -5.0570 -1.2184
C 2.3277 2.0222 -3.7826
C -0.3981 -1.1365 4.4804
C -1.8914 -1.4230 4.6614
C -5.1238 1.4690 1.1641
C 2.6636 -4.5316 0.9901
C 0.4552 -3.9555 -0.2030
C 0.8959 1.5456 -1.7737
C -3.2065 -2.1045 -2.8225
C 2.3023 -5.3923 -1.3208
C 2.9721 -1.2023 -0.4615
C -0.4190 3.1118 0.3503
C -0.2703 4.8097 2.3307
C -6.4319 3.2064 0.1135
C -1.4712 -2.0429 -4.6232
C -2.0384 -1.6083 -1.9507
C 2.1528 2.2651 -2.2817
C -0.2966 -2.2203 -3.6383
C -0.4916 3.3663 1.8828
C 3.9741 3.6753 1.3833
C -2.0819 -2.1549 5.9997
C 2.9729 1.0679 1.3715
C -5.3911 3.4316 -0.7788
C -2.4937 -2.3104 3.5534
C 4.2951 -0.9217 -0.7962
C 4.1991 1.3564 1.9607
C -0.7802 -2.4419 -2.1973
C 4.8299 -1.2618 -2.0308
C -0.1277 5.7204 0.0476
C -1.7760 0.3478 0.3948
C -2.6881 -0.1025 4.7907
C -2.8495 0.9472 0.3697
C 1.1701 -4.2351 1.1243
C -2.7156 -2.7667 -4.1189
C -0.9114 5.7857 1.3523
C 4.7099 2.6490 1.9626
C 2.1495 -1.8528 -1.4113
C 1.0829 2.4428 -4.5993
C 2.7428 3.4143 0.8059
H 0.9905 -3.3965 1.7955
H -5.4891 4.2003 -1.5385
H -0.6141 -4.0381 0.0166
H -3.8512 -1.2572 -3.0718
H 2.1801 4.2330 0.3769
H -5.0075 0.7157 1.9319
H 4.0649 -1.8876 2.3600
H -0.9511 3.0960 -4.3075
H -3.1444 -2.4276 6.0994
H -0.5122 6.4487 -0.6733
H 0.7325 4.1783 -1.1749
H 2.8446 -4.5492 -1.7369
H 2.4328 -6.2406 -2.0030
H 0.9075 6.0080 0.2627
H 0.6924 -5.1131 1.5786
H -1.7078 -0.9799 -4.7370
H -3.4263 2.8709 -1.4128
H -7.3429 3.7911 0.0554
H 0.1237 -2.0129 4.0973
H -1.0837 -3.4854 -2.0788
H -1.1517 2.3067 -1.9522
H -0.7637 1.0217 -3.0673
H -0.8941 6.8055 1.7501
H 1.0764 0.4873 -1.9316
H -2.4665 -3.8169 -3.9364
H 0.0450 -0.8519 5.4379
H 5.8599 -1.0285 -2.2769
H -3.5036 -2.7532 -4.8782
H 2.5127 -2.4951 2.9602
H 3.0871 -0.9182 3.4926
H -3.5597 -0.2759 5.4362
H 3.9595 -5.9301 -0.0442
H 0.4194 -4.8212 -2.2132
H 2.5271 0.9617 -3.9272
H 0.2968 -5.9680 -0.8836
H -0.6821 4.9342 3.3351
H -0.9976 4.3310 -1.3187
H -1.3924 2.7108 0.0865
H 0.8024 5.0257 2.3884
H 0.3070 -3.0754 -3.9592
H -1.8273 -1.4843 6.8286
H -3.4867 -1.9502 3.2936
H 0.3426 -1.3337 -3.6828
H 4.7645 0.5617 2.4381
H -2.0387 0.6337 5.2847
H 2.0970 -2.6882 -3.4023
H -2.4398 0.5368 2.9756
H -1.9557 5.5040 1.1782
H 4.9230 -0.4221 -0.0650
H 3.2136 2.5609 -4.1332
H -2.3138 -1.6671 -0.8984
H 3.0242 1.8830 -1.7514
H -2.5923 -3.3417 3.9014
H 4.4133 -2.1628 -3.9348
H 5.6720 2.8581 2.4181
H -7.0891 2.0319 1.7850
H 3.1846 -3.6589 0.5992
H -1.1499 -3.6986 5.2806
H 2.4033 -6.6078 0.4608
H 0.7233 1.5908 -5.1851
H 0.2127 3.8990 -3.2647
H 1.3425 3.2307 -5.3130
H 3.0827 -4.7471 1.9770
H -3.8171 -2.8143 -2.2578
H -1.1857 -2.4162 -5.6116
H -1.4760 3.0389 2.2237
H 4.3645 4.6881 1.3896
H 0.2266 2.7305 2.4031
H -1.8276 -0.5569 -2.1494
H 2.1085 3.3405 -2.0873
*
```

---

| no. | largest force on an atom (eV Å⁻¹) | calculated total energy (eV) |
| --- | --- | --- |
| 1 | 3.23 | -86241.8032 |
| 2 | 3.84 | -18221.0254 |
| 3 | 2.85 | -71351.8166 |
| 4 | 1.33 | -248617.1664 |